Record 1
A cluster of 9 separate species, C20H63N5O9 in total at a distorted geometry, computed with the ωB97M-V functional and the def2-TZVPD basis.

The calculation puts the total energy at -47635.4920 eV. As for the net charge: 0. The calculation puts the frontier orbital gap at 9.0 eV. Its HOMO energy is -8.672 eV. Its energy relative to the best compared isomer or geometry (same formula, charge and spin) is 2.8980 eV. As for the SMILES: COC[C@H](C)N.COC[C@H](C)N.COC[C@H](C)N.COC[C@H](C)N.COC[C@H](C)N.O.O.O.O.

Geometry as XYZ:
```
97
Properties=species:S:1:pos:R:3:forces:R:3:lowdin_charge:R:1
C -5.635 5.517 -4.120 -0.315 -0.908 0.865 -0.08
O -4.626 4.915 -3.317 0.712 1.681 -0.541 -0.17
C -4.706 3.585 -2.968 -1.768 -1.183 -0.409 -0.27
C -3.435 3.102 -2.393 0.998 -0.832 0.078 -0.43
C -2.408 2.742 -3.469 0.206 0.811 0.073 -0.05
N -3.632 1.878 -1.583 -0.287 0.826 -0.939 0.05
H -6.489 5.814 -3.511 -0.169 -0.012 0.314 0.08
H -6.023 4.772 -4.815 0.142 0.221 -0.541 0.08
H -5.272 6.439 -4.573 0.346 -0.401 -0.195 0.09
H -5.541 3.377 -2.299 -0.208 0.292 0.624 0.12
H -4.932 2.905 -3.789 -0.138 0.166 -0.792 0.12
H -3.055 3.919 -1.780 0.352 0.132 0.130 0.14
H -2.784 2.152 -4.305 -0.370 -0.387 0.325 0.08
H -1.595 2.220 -2.963 0.232 0.015 -0.324 0.06
H -2.040 3.645 -3.954 0.272 0.119 0.175 0.08
H -2.703 1.687 -1.235 -0.014 -0.322 0.665 0.01
H -4.208 2.165 -0.804 0.084 -0.358 0.436 0.06
C -0.476 3.422 4.751 0.710 -0.957 -0.212 -0.11
O -1.636 3.038 4.070 -0.192 0.827 -1.407 -0.19
C -1.764 1.656 3.721 -1.323 -0.186 2.573 -0.20
C -2.742 1.396 2.556 2.797 0.267 -0.369 -0.40
C -2.744 -0.061 2.237 -0.198 -0.904 -0.643 -0.07
N -2.234 2.196 1.415 -1.256 0.533 0.486 0.06
H -0.539 4.453 5.099 -0.513 -0.344 0.491 0.09
H 0.450 3.417 4.176 0.017 -0.030 -0.983 0.05
H -0.234 2.636 5.465 -0.201 0.451 1.015 0.09
H -0.822 1.110 3.775 0.426 0.181 -1.229 0.09
H -2.200 1.248 4.633 -0.567 -0.517 0.278 0.12
H -3.795 1.570 2.776 0.216 1.008 0.205 0.14
H -3.096 -0.614 3.108 -0.072 -0.235 -0.121 0.09
H -1.814 -0.506 1.881 0.384 0.329 0.312 0.06
H -3.413 -0.196 1.388 -0.325 -0.227 0.128 0.09
H -2.103 3.102 1.842 -0.132 0.605 -0.226 0.06
H -1.292 1.942 1.155 0.000 -0.724 -0.110 0.04
C 0.479 -6.777 4.561 1.242 0.474 0.171 -0.14
O -0.092 -6.062 3.526 -1.430 0.424 -2.109 -0.21
C 0.372 -4.709 3.389 1.253 -1.079 0.764 -0.18
C -0.356 -3.816 2.379 -0.966 0.069 -0.965 -0.35
C -0.683 -4.626 1.076 -0.047 -0.745 0.976 -0.05
N 0.379 -2.547 2.089 0.081 -1.183 0.489 0.03
H 0.227 -6.269 5.491 -0.141 -0.587 0.529 0.09
H 1.566 -6.769 4.478 0.503 0.324 0.048 0.08
H 0.285 -7.848 4.495 -0.904 0.260 0.136 0.09
H 0.406 -4.374 4.426 -0.256 1.060 -0.049 0.12
H 1.419 -4.790 3.098 0.440 0.163 -0.273 0.12
H -1.269 -3.484 2.873 -0.290 -0.107 -0.243 0.13
H -1.281 -4.180 0.282 0.200 0.618 0.451 0.06
H -1.229 -5.525 1.362 -0.039 -0.086 0.144 0.07
H 0.239 -5.016 0.644 0.260 0.167 -0.099 0.08
H 1.213 -2.774 1.565 0.370 -0.156 -0.095 0.07
H -0.171 -1.989 1.452 -0.400 -0.120 -0.085 0.03
C 2.641 3.260 2.128 0.373 -0.375 -0.838 -0.06
O 2.489 2.084 1.257 0.055 -0.761 1.817 -0.22
C 1.704 1.057 1.965 0.015 1.450 2.768 -0.12
C 2.283 0.453 3.342 0.643 -0.648 -1.052 -0.42
C 3.503 -0.392 3.002 0.044 0.094 -0.352 -0.07
N 1.307 -0.469 3.919 -0.533 1.297 -0.076 0.03
H 2.822 3.012 3.174 -0.317 -0.348 -0.101 0.08
H 1.796 3.942 2.029 -0.248 -0.234 0.043 0.09
H 3.532 3.809 1.824 -0.014 -0.197 -0.385 0.09
H 0.808 1.600 2.265 -0.487 -0.330 -0.158 0.09
H 1.426 0.159 1.414 0.410 0.436 -0.829 0.12
H 2.541 1.060 4.209 -0.005 1.173 -0.697 0.12
H 3.931 -0.787 3.924 0.403 0.157 -0.056 0.08
H 4.223 0.134 2.375 0.292 -0.052 0.207 0.08
H 3.133 -1.260 2.457 0.139 -0.073 -0.262 0.07
H 1.886 -1.044 4.513 -0.496 -0.550 0.168 0.07
H 0.930 -1.026 3.166 -0.117 -0.774 0.294 0.00
C 5.146 -2.860 -6.249 0.583 -0.195 0.762 -0.11
O 3.980 -2.301 -5.645 0.412 -0.412 -1.059 -0.19
C 4.096 -1.928 -4.282 -1.003 0.139 -0.291 -0.19
C 2.853 -1.052 -3.980 0.548 0.065 -1.174 -0.43
C 2.853 0.304 -4.746 0.004 -1.267 -0.098 -0.04
N 2.674 -0.873 -2.564 0.183 0.464 0.841 0.03
H 5.605 -3.612 -5.608 -0.034 -0.132 0.351 0.08
H 5.937 -2.137 -6.451 -0.087 0.533 0.184 0.08
H 5.017 -3.381 -7.198 -1.032 0.270 0.017 0.08
H 3.970 -2.796 -3.634 0.400 -0.375 0.087 0.12
H 5.062 -1.463 -4.087 -0.022 0.317 0.158 0.13
H 1.996 -1.642 -4.305 0.027 -0.065 -0.864 0.13
H 1.837 0.692 -4.672 0.259 0.652 0.233 0.07
H 3.040 0.169 -5.811 -0.143 -0.461 -0.036 0.07
H 3.672 0.962 -4.456 -0.359 0.231 0.634 0.08
H 2.023 -0.115 -2.416 0.174 0.408 0.242 0.03
H 2.198 -1.667 -2.159 0.197 -0.384 -0.021 0.06
O -0.814 -1.919 -0.554 0.387 0.184 0.407 -0.05
H -1.439 -1.940 -1.278 -0.677 0.186 -0.724 0.02
H -0.035 -2.356 -0.896 0.215 -0.228 -0.080 0.05
O 1.907 1.721 -1.415 -0.527 0.012 -0.548 -0.05
H 2.575 2.212 -1.894 0.103 0.073 -0.226 0.06
H 2.130 1.849 -0.493 0.333 0.200 0.834 0.00
O -0.836 0.869 -0.813 -0.155 0.372 0.041 -0.06
H -0.010 1.335 -0.940 0.440 0.345 -0.375 0.01
H -0.579 -0.045 -0.689 -0.078 -0.681 0.064 -0.01
O -2.598 -1.215 -2.794 0.205 -0.546 0.152 -0.04
H -2.483 -1.198 -3.744 0.036 -0.070 -0.217 0.05
H -2.695 -0.295 -2.548 -0.269 0.667 0.294 0.01
```
Positions in Å, forces in eV/Å.

Record 2
A cluster of 2 separate species, C7H8F6NO3P in total at a distorted geometry, computed with the ωB97M-V functional and the def2-TZVPD basis.

The calculation puts the total energy at -40612.6565 eV. As for the net charge: 0. The calculation puts the frontier orbital gap at 7.5 eV. Its HOMO energy is -10.022 eV.

Geometry as XYZ:
```
26
Properties=species:S:1:pos:R:3:forces:R:3:lowdin_charge:R:1
O 3.251 -0.792 2.461 0.493 1.022 -5.255 0.07
C 3.455 -0.658 1.224 0.111 -1.117 4.085 -0.37
O 4.802 -0.876 0.792 -2.686 -0.012 -0.376 0.05
C 2.276 -0.211 0.222 0.365 0.358 0.090 -0.04
C 0.819 -0.630 0.701 -3.454 0.370 0.411 -0.02
C -0.346 0.381 0.373 -1.140 -4.249 2.612 0.11
C -1.794 -0.009 0.858 2.433 -0.471 -0.207 0.06
N -2.087 -1.243 1.577 4.205 0.918 -1.387 0.05
C -1.039 -2.199 1.847 1.934 1.857 -1.201 0.07
C 0.422 -1.937 1.436 -2.064 1.416 -0.759 -0.15
O 1.398 -2.919 1.751 -1.691 1.166 -0.932 0.00
H 4.830 -1.403 -0.038 -0.156 0.730 0.477 0.12
H 2.303 0.948 0.225 -0.043 -1.882 0.002 0.15
H 2.484 -0.507 -0.876 -0.448 0.245 1.797 0.15
H -0.199 1.362 -0.191 -0.384 -1.459 0.703 0.11
H -2.657 0.721 0.631 1.457 -1.412 0.382 0.14
H -3.033 -1.481 1.916 0.737 0.503 -0.490 0.16
H -1.318 -3.168 2.385 0.424 1.685 -0.880 0.15
H 1.518 -3.544 1.001 -0.268 0.619 0.528 0.13
F -2.087 4.044 -1.919 0.692 0.858 2.696 -0.18
P -2.156 2.597 -2.613 -0.737 0.911 -1.904 0.19
F -2.655 3.617 -3.748 -0.720 -0.143 -2.565 -0.18
F -1.334 1.853 -3.775 -0.407 -1.099 -2.504 -0.18
F -3.406 1.674 -3.024 -1.338 -0.837 -2.129 -0.18
F -2.740 2.056 -1.224 0.442 -0.323 3.770 -0.20
F -0.705 2.322 -1.989 2.245 0.348 3.038 -0.21
```
Positions in Å, forces in eV/Å.

Record 3
An isolated molecule of C4H4OS at a distorted geometry, computed with the ωB97M-V functional and the def2-TZVPD basis.

The calculation puts the total energy at -17089.7281 eV. As for the spin multiplicity: 3. As for the net charge: 0. The calculation puts the frontier orbital gap (alpha / beta) at 6.3 / 6.9 eV. Its HOMO energy (alpha / beta) is -5.620 / -9.215 eV. Its energy relative to the best compared isomer or geometry (same formula, charge and spin) is 1.8838 eV. Its expectation value of S² is 2.011.

Geometry as XYZ:
```
10
Properties=species:S:1:pos:R:3:forces:R:3:lowdin_spin:R:1
C -0.113 -0.341 0.089 -0.422 -0.896 1.320 0.11
C -1.503 -0.017 -0.378 4.076 -1.695 -0.675 0.63
C 1.073 0.296 0.212 -0.965 -1.171 0.594 0.06
C -2.378 0.872 -0.042 -0.064 1.260 1.191 0.56
O -3.170 1.688 0.205 -2.636 2.475 0.800 0.51
S 1.662 1.918 -0.087 1.045 -1.163 0.098 0.02
H -0.105 -1.401 0.551 0.068 1.481 -1.144 0.02
H -1.713 -0.556 -1.247 -0.407 -1.899 -1.755 0.07
H 1.734 -0.422 0.689 0.823 0.734 -0.192 0.00
H 0.481 2.414 -0.184 -1.518 0.874 -0.238 0.01
```
Positions in Å, forces in eV/Å.